one | 2 unconnected molecules or ions with the total composition C2H7NO3. Source: the Open Molecules 2025 dataset; level of theory: ωB97M-V/def2-TZVPD.

## Properties
**Structure (SMILES)**: CNC(=O)O.O
**Orbital gap**: 10.36 eV
**LUMO level**: 0.53 eV

Element x y z (Å)
C  -0.575  -1.481  -2.837
N  -0.448  -2.111  -1.524
C  -0.272  -1.364  -0.402
O  -0.342  -1.884  0.692
O  0.109  -0.078  -0.640
H  -1.467  -1.755  -3.383
H  0.296  -1.734  -3.464
H  -0.367  -0.424  -2.708
H  -0.634  -3.054  -1.224
H  0.274  0.260  0.249
O  0.924  4.870  5.221
H  0.640  4.099  4.728
H  1.862  4.656  5.292



two | 2 unconnected molecules or ions with the total composition C2H7NO3. Source: the Open Molecules 2025 dataset; level of theory: ωB97M-V/def2-TZVPD.

## Properties
**Structure (SMILES)**: NCC(=O)O.O
**Orbital gap**: 10.52 eV
**LUMO level**: 0.57 eV

Element x y z (Å)
N  -0.178  0.397  -0.231
C  -0.333  -1.015  0.006
C  0.483  -1.729  0.969
O  0.695  -1.316  2.078
O  1.049  -2.855  0.381
H  -0.270  0.816  0.604
H  0.864  0.586  -0.452
H  -1.344  -1.224  0.216
H  0.010  -1.296  -0.968
H  2.002  -2.902  0.584
O  -1.308  3.411  -0.809
H  -1.313  3.659  -1.670
H  -0.357  3.467  -0.709



From most stable to least stable, the computed energies give one, two.



one | A molecular structure, C54H45Cl2N4O4SW. Source: the Open Molecules 2025 dataset; level of theory: ωB97M-V/def2-TZVPD.

## Properties
**Net charge**: +3
**Orbital gap**: 6.14 eV
**LUMO level**: -9.58 eV

Element x y z (Å)
W  0.962  -0.166  -0.627
Cl  0.011  -0.281  -3.377
C  0.043  -1.955  -3.846
C  -0.300  -2.315  -5.134
C  -0.229  -3.660  -5.469
C  0.185  -4.602  -4.539
C  0.531  -4.211  -3.255
Cl  1.037  -5.401  -2.120
C  0.462  -2.859  -2.879
S  0.827  -2.441  -1.216
H  -0.617  -1.571  -5.850
H  -0.497  -3.977  -6.466
H  0.242  -5.648  -4.803
N  3.993  0.479  0.877
C  3.090  1.487  1.162
C  3.480  2.463  2.089
C  2.616  3.477  2.406
C  1.373  3.527  1.766
C  1.061  2.549  0.864
N  1.891  1.506  0.576
C  4.176  -0.199  -0.309
C  5.471  -0.662  -0.597
C  5.720  -1.260  -1.803
C  4.675  -1.380  -2.731
C  3.433  -0.954  -2.365
N  3.153  -0.396  -1.148
H  4.827  0.518  1.445
H  4.465  2.407  2.533
H  2.904  4.234  3.122
H  0.660  4.315  1.958
H  0.119  2.577  0.336
H  6.260  -0.514  0.128
H  6.713  -1.615  -2.040
H  4.828  -1.817  -3.706
H  2.595  -1.062  -3.041
C  -3.990  -1.328  3.976
C  -3.453  -1.345  2.565
C  -4.409  -1.981  1.581
O  -3.119  0.007  2.179
C  -1.861  0.058  1.564
C  -1.331  -1.386  1.630
O  -2.189  -2.026  2.538
C  0.102  -1.586  2.172
O  0.964  -0.921  0.967
C  0.483  -0.786  3.393
C  -0.382  -0.747  4.484
C  -0.014  -0.084  5.646
C  1.225  0.527  5.750
C  2.106  0.453  4.682
C  1.738  -0.202  3.516
C  0.540  -3.014  2.184
C  1.711  -3.373  2.858
C  2.143  -4.687  2.870
C  1.400  -5.668  2.228
C  0.223  -5.330  1.577
C  -0.205  -4.014  1.549
C  -2.078  0.655  0.149
O  -0.697  0.465  -0.510
C  -2.294  2.149  0.166
C  -2.510  2.853  1.345
C  -2.715  4.228  1.303
C  -2.710  4.900  0.093
C  -2.520  4.192  -1.091
C  -2.314  2.825  -1.054
C  -3.064  -0.071  -0.731
C  -4.379  0.393  -0.754
C  -5.350  -0.284  -1.477
C  -5.016  -1.421  -2.197
C  -3.707  -1.879  -2.191
C  -2.737  -1.211  -1.458
H  -4.996  -0.911  3.980
H  -3.362  -0.719  4.619
H  -4.045  -2.344  4.365
H  -5.294  -1.360  1.465
H  -4.719  -2.952  1.966
H  -3.948  -2.125  0.607
H  -1.194  0.732  2.121
H  -1.377  -1.852  0.639
H  -1.323  -1.268  4.449
H  -0.698  -0.067  6.483
H  1.512  1.026  6.665
H  3.095  0.884  4.768
H  2.462  -0.314  2.723
H  2.279  -2.631  3.400
H  3.046  -4.950  3.403
H  1.727  -6.699  2.255
H  -0.377  -6.096  1.105
H  -1.145  -3.797  1.064
H  -2.568  2.342  2.295
H  -2.910  4.767  2.220
H  -2.890  5.966  0.064
H  -2.575  4.705  -2.043
H  -2.214  2.267  -1.979
H  -4.655  1.275  -0.193
H  -6.367  0.082  -1.480
H  -5.774  -1.947  -2.762
H  -3.440  -2.765  -2.753
H  -1.729  -1.598  -1.468
N  1.365  1.600  -1.946
C  1.508  2.551  -2.584
C  1.694  3.709  -3.387
C  2.627  3.690  -4.429
C  2.792  4.836  -5.185
C  2.040  5.970  -4.898
C  1.117  5.979  -3.857
C  0.933  4.845  -3.087
H  3.201  2.799  -4.640
H  3.504  4.848  -5.997
H  2.177  6.862  -5.494
H  0.543  6.871  -3.648
H  0.225  4.832  -2.271



two | A molecular structure, C54H45Cl2N4O4SW. Source: the Open Molecules 2025 dataset; level of theory: ωB97M-V/def2-TZVPD.

## Properties
**Net charge**: +3
**Orbital gap**: 5.61 eV
**LUMO level**: -10.24 eV

Element x y z (Å)
W  0.178  -0.109  -0.969
Cl  -1.753  -1.906  -0.265
C  -2.721  -2.254  -1.662
C  -3.757  -3.152  -1.530
C  -4.518  -3.437  -2.654
C  -4.234  -2.833  -3.869
C  -3.188  -1.930  -3.970
Cl  -2.850  -1.173  -5.479
C  -2.410  -1.618  -2.852
S  -1.184  -0.372  -3.009
H  -3.969  -3.618  -0.573
H  -5.340  -4.138  -2.578
H  -4.826  -3.052  -4.750
N  3.035  1.241  -2.820
C  3.397  0.189  -2.024
C  4.751  -0.162  -2.056
C  5.207  -1.177  -1.264
C  4.292  -1.840  -0.441
C  2.990  -1.455  -0.474
N  2.515  -0.447  -1.262
C  1.875  1.938  -2.987
C  1.956  3.040  -3.838
C  0.854  3.814  -4.075
C  -0.342  3.483  -3.438
C  -0.355  2.411  -2.609
N  0.732  1.599  -2.370
H  3.797  1.608  -3.364
H  5.426  0.385  -2.704
H  6.254  -1.453  -1.275
H  4.596  -2.644  0.216
H  2.276  -1.958  0.146
H  2.905  3.272  -4.306
H  0.918  4.674  -4.730
H  -1.244  4.061  -3.571
H  -1.261  2.169  -2.097
C  -2.244  1.516  5.220
C  -1.044  1.652  4.321
C  0.111  2.370  4.974
O  -0.633  0.337  3.874
C  -0.600  0.278  2.482
C  -0.783  1.741  2.049
O  -1.433  2.335  3.125
C  -1.601  1.983  0.750
O  -0.850  1.124  -0.252
C  -3.037  1.481  0.706
C  -3.919  1.680  1.770
C  -5.234  1.241  1.672
C  -5.694  0.620  0.517
C  -4.834  0.466  -0.560
C  -3.520  0.897  -0.464
C  -1.464  3.439  0.319
C  -2.590  4.209  0.041
C  -2.449  5.535  -0.353
C  -1.188  6.100  -0.484
C  -0.057  5.333  -0.221
C  -0.195  4.012  0.171
C  0.728  -0.452  2.060
O  0.576  -0.845  0.614
C  0.900  -1.772  2.781
C  -0.216  -2.519  3.163
C  -0.060  -3.770  3.741
C  1.212  -4.298  3.934
C  2.326  -3.575  3.531
C  2.171  -2.324  2.948
C  1.922  0.488  2.126
C  2.665  0.649  3.286
C  3.710  1.567  3.329
C  4.026  2.335  2.218
C  3.269  2.212  1.058
C  2.228  1.306  1.044
H  -1.944  1.077  6.172
H  -2.996  0.877  4.755
H  -2.669  2.504  5.409
H  0.474  1.786  5.823
H  -0.227  3.343  5.334
H  0.928  2.523  4.267
H  -1.436  -0.314  2.099
H  0.181  2.208  1.886
H  -3.594  2.195  2.659
H  -5.907  1.405  2.505
H  -6.722  0.283  0.451
H  -5.193  0.026  -1.486
H  -2.885  0.814  -1.332
H  -3.582  3.790  0.147
H  -3.333  6.129  -0.551
H  -1.086  7.139  -0.778
H  0.931  5.771  -0.307
H  0.698  3.438  0.378
H  -1.221  -2.127  3.047
H  -0.934  -4.330  4.051
H  1.333  -5.269  4.400
H  3.320  -3.980  3.678
H  3.052  -1.780  2.633
H  2.419  0.062  4.164
H  4.278  1.684  4.243
H  4.848  3.039  2.256
H  3.484  2.829  0.191
H  1.603  1.269  0.144
N  0.669  -2.092  -1.837
C  0.942  -3.064  -2.369
C  1.284  -4.272  -3.040
C  2.411  -4.998  -2.638
C  2.739  -6.152  -3.319
C  1.951  -6.576  -4.386
C  0.829  -5.854  -4.779
C  0.486  -4.698  -4.109
H  3.007  -4.656  -1.800
H  3.605  -6.729  -3.020
H  2.215  -7.484  -4.915
H  0.224  -6.198  -5.609
H  -0.385  -4.120  -4.400



From most stable to least stable, the computed energies give one, two.



one | A molecular structure, CH4SSi. Source: the Open Molecules 2025 dataset; level of theory: ωB97M-V/def2-TZVPD.

## Properties
**Orbital gap**: 8.02 eV
**LUMO level**: -0.38 eV

Element x y z (Å)
C  -0.255  -0.501  0.840
Si  0.096  0.224  -0.869
S  0.274  -1.561  1.883
H  -1.053  0.490  1.342
H  0.882  1.350  -0.257
H  -1.203  0.514  -1.404
H  1.259  -0.517  -1.535



two | A single CH4SSi molecule. Source: the Open Molecules 2025 dataset; level of theory: ωB97M-V/def2-TZVPD.

## Properties
**Orbital gap (spin up / spin down)**: 5.11 / 5.29 eV
**LUMO level (spin up / spin down)**: -3.30 / -3.24 eV

Element x y z (Å)
C  0.439  0.807  -0.032
Si  -0.758  -0.585  0.026
S  -2.742  0.156  -0.054
H  1.364  0.979  0.628
H  -0.152  -1.439  -1.208
H  0.315  1.704  -0.678
H  -0.932  -1.335  1.305



From most stable to least stable, the computed energies give one, two.



one | 2 unconnected molecules or ions with the total composition C6H11N3. Source: the Open Molecules 2025 dataset; level of theory: ωB97M-V/def2-TZVPD.

## Properties
**Structure (SMILES)**: CN(C)C#N.CC#CN
**Orbital gap**: 8.83 eV
**LUMO level**: 0.81 eV

Element x y z (Å)
C  -2.656  -0.531  -1.056
N  -1.665  -0.182  -0.041
C  -2.309  0.215  1.209
C  -0.578  -1.022  0.080
N  -0.247  -2.115  0.352
H  -2.195  -1.001  -1.922
H  -3.240  0.352  -1.329
H  -3.445  -1.205  -0.702
H  -1.554  0.372  1.976
H  -2.917  1.105  1.032
H  -3.038  -0.500  1.607
C  2.925  2.112  -0.176
C  2.099  0.916  -0.111
C  1.891  -0.305  -0.070
N  2.448  -1.527  -0.293
H  4.004  1.931  -0.158
H  2.792  2.674  -1.103
H  2.763  2.776  0.676
H  3.194  -1.819  0.324
H  1.730  -2.246  -0.294



two | A single C6H11N3 molecule. Source: the Open Molecules 2025 dataset; level of theory: ωB97M-V/def2-TZVPD.

## Properties
**Structure (SMILES)**: C=C/N=C(\C)N(C)N=C
**Orbital gap**: 9.08 eV
**LUMO level**: 0.98 eV

Element x y z (Å)
C  3.697  -0.467  -0.278
C  2.546  0.236  -0.013
N  1.141  -0.250  -0.134
C  0.109  0.462  -0.087
C  -0.038  1.901  0.118
N  -1.030  -0.341  0.009
C  -0.985  -1.800  0.240
N  -2.108  0.364  -0.325
C  -3.295  -0.044  -0.151
H  3.576  -1.408  -0.820
H  4.677  0.070  -0.211
H  2.710  1.284  0.424
H  -1.109  2.086  0.089
H  0.577  2.364  -0.588
H  0.372  2.262  0.997
H  -1.784  -2.106  -0.533
H  0.067  -2.140  0.130
H  -1.339  -2.142  1.241
H  -4.160  0.677  -0.240
H  -3.624  -1.010  0.132



three | A single C6H11N3 molecule. Source: the Open Molecules 2025 dataset; level of theory: ωB97M-V/def2-TZVPD.

## Properties
**Structure (SMILES)**: [H]/N=C1/CN[C@@H]2C[C@H]2CN1
**Orbital gap**: 9.30 eV
**LUMO level**: 0.78 eV

Element x y z (Å)
H  1.998  2.283  1.723
N  1.733  2.195  0.760
C  0.584  1.603  0.502
C  -0.103  1.433  -0.883
N  0.674  0.198  -1.740
C  0.619  -0.991  -0.758
C  -0.003  -2.207  -0.865
C  -0.623  -1.031  0.022
C  -0.706  -0.518  1.318
N  -0.136  0.931  1.437
H  -1.371  1.203  -0.760
H  -0.339  2.357  -1.772
H  -0.295  0.065  -2.216
H  1.463  -0.889  -0.084
H  0.281  -3.233  -0.485
H  -0.749  -2.270  -1.602
H  -1.549  -0.870  -0.924
H  0.030  -1.044  2.013
H  -1.705  -0.526  1.923
H  0.198  1.311  2.391



four | 3 unconnected molecules or ions with the total composition C6H11N3. Source: the Open Molecules 2025 dataset; level of theory: ωB97M-V/def2-TZVPD.

## Properties
**Orbital gap (spin up / spin down)**: 6.93 / 8.62 eV
**LUMO level (spin up / spin down)**: 0.28 / 0.69 eV

Element x y z (Å)
C  -2.069  -1.964  -0.289
N  0.507  -0.011  -0.620
C  -0.702  -1.973  0.292
C  0.075  0.280  0.520
N  -0.205  0.239  -1.756
C  1.316  2.340  -0.159
C  -0.210  0.551  1.765
C  2.629  2.358  -0.064
N  0.049  -2.800  0.791
H  0.430  0.260  -2.541
H  -0.774  1.080  -1.707
H  -0.291  -3.771  0.880
H  0.689  3.217  -0.335
H  -2.491  -2.979  -0.320
H  -2.720  -1.324  0.311
H  -2.037  -1.551  -1.297
H  -0.768  -0.153  2.368
H  0.140  1.478  2.198
H  3.206  1.450  0.105
H  3.224  3.274  -0.141



From most stable to least stable, the computed energies give two, one, three, four.